Molecular formula: C17H41N3O4P
Method: DFT, ωB97M-V/def2-TZVPD

Summary:
- Max |F|: 0.40 eV/Å
- Multiplicity: 2
- Expectation value of S²: 0.75
- HOMO level (alpha / beta): -8.390 / -8.919 eV
- E_LUMO (alpha / beta): 0.0190 / 0.0112 hartree
- HOMO-LUMO gap (alpha / beta): 0.3273 / 0.3389 Ha
- Total charge: 0

The geometry in XYZ format:
```
66
Properties=species:S:1:pos:R:3:forces:R:3
C -2.083898 -2.889655 -0.586436 0.0 0.0 0.0
C -0.583892 -2.676443 -0.310243 0.0 0.0 0.3
C 0.047443 -1.843490 -1.421340 -0.1 0.0 -0.1
C 0.159359 -4.027375 -0.219322 0.0 0.0 0.0
C 0.225644 -4.685930 1.166299 -0.1 0.2 -0.1
P 1.523204 -5.954173 1.155626 0.0 -0.1 -0.1
O 2.851028 -5.517885 0.668191 -0.1 0.0 0.1
C 0.574030 -3.661699 2.244619 0.1 0.0 0.1
C -0.388333 -2.479032 2.305999 -0.1 -0.1 -0.4
C -1.803563 -2.883349 2.737391 0.1 0.0 0.1
C 0.158277 -1.429804 3.259360 0.1 0.1 0.1
N -0.439366 -1.874231 0.947800 -0.1 0.1 -0.1
O -0.896189 -0.684967 0.882245 0.1 -0.2 0.0
H -2.468689 -3.777620 -0.081784 0.0 0.0 0.0
H -2.251882 -3.015009 -1.657505 0.0 -0.1 0.0
H -2.656396 -2.023161 -0.255816 0.0 0.0 0.0
H -0.460158 -0.884213 -1.512749 0.0 0.0 0.0
H 1.104129 -1.661601 -1.217774 0.0 0.0 0.0
H -0.035365 -2.380280 -2.368283 0.0 0.0 0.0
H -0.346301 -4.705507 -0.912269 0.1 0.0 -0.1
H 1.180074 -3.899625 -0.589200 0.0 0.1 0.1
H -0.712423 -5.204724 1.397278 0.0 0.0 0.1
H 1.482805 -6.444994 2.476250 0.0 0.0 0.0
H 0.943086 -7.025996 0.446001 0.0 0.0 0.0
H 0.603516 -4.134061 3.231936 0.0 0.0 0.0
H 1.576174 -3.268741 2.037897 0.0 0.0 0.0
H -2.491244 -2.055096 2.561268 0.0 0.0 0.0
H -1.803254 -3.105947 3.807359 0.0 0.0 -0.1
H -2.180890 -3.757431 2.209525 0.0 0.0 0.0
H 0.290643 -1.877319 4.246207 0.0 0.0 0.0
H -0.522842 -0.585660 3.340735 0.0 0.0 0.0
H 1.123930 -1.060476 2.909261 0.0 0.0 0.0
C -1.613184 3.049369 -2.017283 0.0 -0.1 0.0
C -2.625267 4.024969 -1.433340 0.0 0.1 0.0
C -2.879647 3.835479 0.064343 0.0 0.0 0.0
O -3.640089 2.688098 0.382320 -0.1 0.0 0.0
C -2.904598 1.500749 0.607853 0.0 0.0 0.0
N -3.854915 3.979827 -2.226634 0.0 0.0 0.0
H -2.047515 2.053425 -2.126494 0.0 0.0 0.0
H -1.307518 3.378957 -3.010045 0.0 0.0 0.0
H -0.721591 2.959968 -1.395233 0.0 0.0 0.0
H -2.216996 5.037190 -1.535839 0.0 0.0 0.0
H -3.465927 4.685808 0.423425 0.0 0.0 0.0
H -1.928104 3.822197 0.613863 0.0 0.0 0.0
H -1.985351 1.695952 1.167570 0.0 0.0 0.0
H -2.634242 0.991960 -0.319522 0.0 0.0 0.0
H -3.537444 0.838021 1.197541 0.0 0.0 0.0
H -4.489846 4.712765 -1.928742 0.0 0.0 0.0
H -4.331387 3.104943 -2.028227 0.0 0.0 0.0
C 4.715979 3.219278 -0.601746 0.0 0.0 0.0
C 3.799696 3.645640 -1.742192 0.0 0.0 0.0
C 2.308178 3.592944 -1.394577 0.0 0.0 0.0
O 1.768832 2.288801 -1.312275 0.1 -0.1 0.0
C 1.879592 1.651428 -0.054473 0.0 0.0 0.0
N 4.135001 2.875074 -2.939025 -0.1 0.0 0.0
H 4.690361 2.137805 -0.462309 0.0 0.0 0.0
H 5.744933 3.493402 -0.830585 0.0 0.0 0.0
H 4.428468 3.692284 0.338974 0.0 0.0 0.0
H 4.013299 4.696144 -1.969392 0.0 0.0 0.0
H 1.750048 4.089828 -2.192885 0.0 0.0 0.0
H 2.114428 4.136756 -0.459090 0.0 0.0 0.0
H 1.775956 2.375962 0.761602 0.0 0.0 0.0
H 2.834468 1.131507 0.065125 0.0 0.0 0.0
H 1.070785 0.926644 0.015046 0.0 -0.1 0.0
H 3.632106 3.239146 -3.741242 0.0 0.0 0.0
H 3.802833 1.923173 -2.815037 0.0 0.0 0.0
```
Positions in Å, forces in eV/Å.

Partial charges, Löwdin, in e:
1 C -0.01
2 C -0.46
3 C -0.03
4 C -0.13
5 C -0.43
6 P 0.70
7 O -0.42
8 C -0.15
9 C -0.49
10 C -0.01
11 C -0.03
12 N -0.12
13 O -0.04
14 H 0.08
15 H 0.09
16 H 0.08
17 H 0.08
18 H 0.09
19 H 0.09
20 H 0.13
21 H 0.11
22 H 0.11
23 H 0.02
24 H 0.01
25 H 0.12
26 H 0.13
27 H 0.09
28 H 0.09
29 H 0.07
30 H 0.09
31 H 0.08
32 H 0.09
33 C -0.06
34 C -0.44
35 C -0.21
36 O -0.18
37 C -0.12
38 N 0.04
39 H 0.07
40 H 0.08
41 H 0.06
42 H 0.13
43 H 0.12
44 H 0.12
45 H 0.08
46 H 0.06
47 H 0.09
48 H 0.07
49 H 0.07
50 C -0.07
51 C -0.44
52 C -0.21
53 O -0.20
54 C -0.10
55 N 0.04
56 H 0.07
57 H 0.08
58 H 0.08
59 H 0.13
60 H 0.12
61 H 0.12
62 H 0.09
63 H 0.08
64 H 0.07
65 H 0.07
66 H 0.07